(1)
Here is C43H35AlN2O6P2 as an isolated structure in a non-equilibrium geometry from the Open Molecules 2025 dataset. Energies are from wB97M-V/def2-TZVPD.

Orbital gap in eV: 6.69
Total energy in eV: -85580.1443
Net charge: +2

Element x y z (Å)
C -3.968 1.508 0.265
C -2.763 2.217 0.439
C -2.656 3.459 -0.221
C -3.730 4.023 -0.890
C -4.948 3.342 -0.969
C -5.050 2.058 -0.410
P -1.256 1.405 1.158
C -0.313 2.857 1.721
C 0.887 3.166 1.065
C 1.601 4.307 1.446
C 1.099 5.100 2.490
C -0.094 4.790 3.164
C -0.805 3.648 2.772
Al 0.469 0.162 -0.230
P -1.282 -0.347 -1.828
C -1.771 1.124 -2.818
C -3.070 1.336 -3.319
C -3.352 2.480 -4.072
C -2.371 3.447 -4.276
C -1.108 3.306 -3.694
C -0.824 2.161 -2.949
C -0.304 -1.367 -2.969
C 0.333 -2.472 -2.387
C 1.290 -3.173 -3.111
C 1.564 -2.747 -4.424
C 0.959 -1.619 -5.005
C 0.030 -0.890 -4.250
C -2.789 -1.352 -1.573
C -3.163 -1.793 -0.286
C -4.239 -2.667 -0.122
C -4.935 -3.121 -1.249
C -4.562 -2.713 -2.536
C -3.491 -1.825 -2.695
C -1.972 0.663 2.667
C -3.169 1.122 3.249
C -3.660 0.529 4.419
C -2.961 -0.544 4.987
C -1.787 -1.042 4.401
C -1.306 -0.440 3.239
H 0.112 -2.744 -1.348
H 1.788 -4.024 -2.626
H 2.283 -3.326 -5.005
H 1.191 -1.288 -6.032
H -0.439 0.035 -4.594
H -3.864 0.629 -3.101
H -4.357 2.623 -4.492
H -2.592 4.331 -4.883
H -0.335 4.065 -3.839
H 0.157 2.073 -2.475
H -2.603 -1.473 0.595
H -4.529 -2.982 0.887
H -5.781 -3.801 -1.112
H -5.104 -3.077 -3.418
H -3.175 -1.515 -3.691
H -3.723 1.948 2.805
H -4.575 0.920 4.887
H -3.323 -1.001 5.911
H -1.237 -1.882 4.843
H -0.397 -0.821 2.770
H 1.255 2.522 0.253
H 2.524 4.566 0.910
H 1.656 5.996 2.775
H -0.474 5.429 3.975
H -1.732 3.358 3.262
H -1.691 3.970 -0.233
H -3.621 5.000 -1.389
H -5.804 3.774 -1.486
H -5.994 1.503 -0.521
H -4.056 0.489 0.653
H -7.950 3.385 -2.269
H -8.222 2.785 -1.903
O 2.339 -0.366 -1.021
C 2.529 -1.009 0.078
O 1.442 -1.056 0.833
C 3.754 -1.600 0.693
C 3.700 -1.994 2.034
C 4.842 -2.521 2.687
C 6.054 -2.731 2.044
C 6.070 -2.389 0.699
C 4.954 -1.845 0.013
N 7.297 -2.564 -0.033
O 8.282 -3.028 0.587
O 7.306 -2.244 -1.238
N 4.762 -2.847 4.091
O 3.675 -2.651 4.671
O 5.789 -3.296 4.654
H 2.801 -1.893 2.650
H 6.916 -3.125 2.544
H 5.028 -1.585 -1.041



(2)
Here is C43H35AsF3N4OPbS as an isolated structure in a non-equilibrium geometry from the Open Molecules 2025 dataset. Energies are from wB97M-V/def2-TZVPD.

Orbital gap in eV: 7.30
Total energy in eV: -138237.6396
Net charge: +1

Element x y z (Å)
Pb -0.027 -0.218 0.007
S 0.310 -1.354 -2.246
C -1.187 -1.170 -3.189
C -2.341 -0.542 -2.721
C -3.457 -0.427 -3.541
C -3.436 -0.939 -4.829
C -2.293 -1.578 -5.293
C -1.173 -1.696 -4.482
H -2.382 -0.151 -1.710
H -4.350 0.061 -3.167
H -4.306 -0.847 -5.466
H -2.271 -1.992 -6.294
H -0.280 -2.196 -4.839
F 1.516 -6.641 3.793
C 0.496 -6.452 2.940
F -0.647 -6.560 3.633
F 0.529 -7.429 2.028
C 0.590 -5.091 2.296
C 0.347 -3.962 3.062
C 0.398 -2.732 2.440
N 0.663 -2.581 1.136
C 0.918 -3.678 0.414
C 0.893 -4.953 0.957
H 0.115 -4.039 4.118
H 0.210 -1.824 3.007
H 1.131 -3.532 -0.637
H 1.104 -5.812 0.334
C 6.477 1.265 2.967
C 5.281 0.797 3.495
C 4.190 0.592 2.662
C 4.309 0.851 1.303
C 5.499 1.329 0.766
C 6.583 1.538 1.607
As 2.873 0.320 0.104
C 3.679 -1.328 -0.522
C 3.957 -2.461 0.228
C 4.585 -3.537 -0.384
C 4.915 -3.470 -1.735
C 4.659 -2.323 -2.472
C 4.054 -1.230 -1.863
C 3.828 0.099 -2.475
C 4.094 0.442 -3.795
C 3.887 1.744 -4.230
C 3.421 2.720 -3.354
C 3.131 2.383 -2.039
C 3.334 1.080 -1.609
H 7.330 1.422 3.617
H 5.197 0.599 4.556
H 3.251 0.237 3.073
H 5.583 1.531 -0.294
H 7.515 1.909 1.198
H 3.701 -2.501 1.280
H 4.826 -4.424 0.192
H 5.399 -4.314 -2.212
H 4.945 -2.281 -3.517
H 4.459 -0.307 -4.490
H 4.101 2.004 -5.258
H 3.281 3.739 -3.696
H 2.765 3.138 -1.352
C 5.872 3.829 5.276
C 4.764 4.079 4.280
C 4.802 3.502 3.014
C 3.813 3.761 2.081
C 2.757 4.614 2.386
N 1.802 4.816 1.353
C 0.733 5.665 1.318
O 0.395 6.436 2.186
N -0.010 5.570 0.123
C -0.129 4.481 -0.743
C -0.442 4.666 -2.090
C -0.491 3.574 -2.936
C -0.230 2.310 -2.432
N -0.003 2.118 -1.132
C 0.035 3.170 -0.307
C 2.688 5.188 3.651
C 3.690 4.912 4.576
H 6.153 2.774 5.299
H 5.577 4.129 6.281
H 6.766 4.399 5.008
H 5.618 2.838 2.749
H 3.867 3.292 1.104
H 2.040 4.372 0.485
H -0.594 6.373 -0.036
H -0.630 5.665 -2.467
H -0.707 3.698 -3.990
H -0.203 1.433 -3.071
H 0.203 2.960 0.746
H 1.867 5.841 3.904
H 3.627 5.367 5.560



(3)
Here is C43H35BBrF2N2O8Ru as an isolated structure in a non-equilibrium geometry from the Open Molecules 2025 dataset. Energies are from wB97M-V/def2-TZVPD.

Orbital gap (spin up / spin down) in eV: 5.92 / 5.84
Spin multiplicity: 2
Total energy in eV: -143260.0154
Net charge: -2

Element x y z (Å)
Ru -1.215 -0.345 -1.277
O -1.583 4.077 -1.268
C -1.896 2.926 -0.873
O -1.176 2.114 -0.266
C -3.277 2.354 -1.210
C -4.445 3.065 -1.440
C -5.645 2.362 -1.452
C -5.642 0.987 -1.267
C -4.411 0.346 -1.159
N -3.279 1.023 -1.137
C -4.236 -1.167 -1.155
O -5.237 -1.868 -0.997
O -3.047 -1.541 -1.386
H -4.400 4.138 -1.561
H -6.582 2.890 -1.593
H -6.546 0.394 -1.236
C 3.450 -1.453 3.199
C 2.760 -0.140 2.837
C 3.308 1.011 3.671
O 2.952 0.134 1.476
C 1.753 -0.196 0.755
C 0.649 -0.021 1.808
O 1.366 -0.245 3.045
C -0.608 -0.949 1.743
O -1.424 -0.572 0.714
C -0.270 -2.456 1.709
C -0.941 -3.268 0.800
C -0.750 -4.642 0.789
C 0.124 -5.237 1.686
C 0.778 -4.442 2.618
C 0.558 -3.072 2.647
C -1.478 -0.739 3.012
C -1.269 0.254 3.961
C -2.127 0.396 5.048
C -3.220 -0.440 5.197
C -3.466 -1.405 4.227
C -2.608 -1.546 3.151
C 1.743 0.613 -0.572
O 0.757 0.039 -1.364
C 3.108 0.296 -1.240
C 4.214 1.137 -1.142
C 5.410 0.815 -1.766
C 5.526 -0.353 -2.507
C 4.433 -1.202 -2.603
C 3.238 -0.880 -1.975
C 1.620 2.145 -0.465
C 2.051 2.870 0.640
C 1.753 4.229 0.702
C 1.010 4.860 -0.273
C 0.510 4.141 -1.376
C 0.962 2.819 -1.484
H 4.529 -1.334 3.080
H 3.111 -2.246 2.534
H 3.228 -1.731 4.231
H 4.347 1.208 3.402
H 3.247 0.759 4.731
H 2.714 1.906 3.491
H 1.780 -1.249 0.444
H 0.275 1.008 1.765
H -1.633 -2.801 0.109
H -1.297 -5.248 0.076
H 0.284 -6.309 1.672
H 1.461 -4.890 3.332
H 1.019 -2.471 3.415
H -0.429 0.926 3.870
H -1.934 1.173 5.779
H -3.881 -0.335 6.049
H -4.336 -2.048 4.305
H -2.818 -2.285 2.388
H 4.128 2.055 -0.577
H 6.256 1.488 -1.680
H 6.456 -0.595 -3.010
H 4.506 -2.120 -3.175
H 2.381 -1.533 -2.053
H 2.582 2.392 1.445
H 2.099 4.806 1.557
H 0.741 5.906 -0.160
H 0.539 4.681 -2.318
H 0.673 2.260 -2.367
Br 1.678 -0.230 -6.268
C 0.002 -0.118 -5.397
C -1.172 -0.229 -6.121
C -2.362 -0.075 -5.431
C -2.326 0.154 -4.068
N -1.188 0.240 -3.370
C -0.030 0.122 -4.040
H -1.151 -0.417 -7.186
H -3.314 -0.122 -5.940
H -3.238 0.281 -3.502
H 0.860 0.205 -3.425
F 0.574 -2.746 -1.713
B -0.532 -2.065 -2.078
F -1.082 -2.631 -3.183



Energy above the lowest of the compared OMol25 structures with the same formula, charge and spin readings, ordered: 0.0; 18.3; 92.8 kcal/mol